{"formula": "C23H47BFHfNOS2", "method": "wB97M-V/def2-TZVPD", "energy_ev": -54469.880, "lumo_energy_ev": -16.972, "homo_ev": -18.34, "total_charge": 4, "species": ["Hf", "S", "S", "F", "O", "N", "C", "C", "C", "C", "C", "C", "C", "C", "C", "C", "C", "C", "C", "C", "C", "C", "C", "C", "C", "C", "C", "C", "C", "B", "H", "H", "H", "H", "H", "H", "H", "H", "H", "H", "H", "H", "H", "H", "H", "H", "H", "H", "H", "H", "H", "H", "H", "H", "H", "H", "H", "H", "H", "H", "H", "H", "H", "H", "H", "H", "H", "H", "H", "H", "H", "H", "H", "H", "H", "H", "H"], "xyz": [[-1.51169, 5.93982, 0.58464], [1.53505, 2.16855, -1.31719], [-0.75384, 3.69214, -0.00553], [6.02434, 3.16817, 2.53007], [3.72539, 1.69276, 2.48288], [-1.00670, 1.38745, -1.74729], [-3.32728, -3.35045, 0.94889], [-4.25473, -3.89485, 2.02007], [2.13123, 3.73250, 2.31478], [-0.40959, 3.67735, 1.80065], [-0.52529, -1.28011, 1.66591], [-1.36786, -2.39776, 2.29651], [-0.02614, 2.10438, -1.18872], [-0.29681, -2.83781, -3.08218], [0.91229, -3.49674, -3.91681], [-1.34441, 1.98119, -3.10705], [-0.94016, -0.73296, 0.28927], [4.24861, 3.57123, 4.10315], [5.75548, 3.19258, 3.87880], [-1.98154, 0.38863, 0.37246], [-1.64160, -0.21615, -4.55030], [6.23989, 1.96548, 4.55540], [-1.79774, -3.52062, 1.34590], [-2.22161, 1.15435, -0.93389], [-2.20457, -1.45172, -3.88108], [2.05324, -3.53313, -2.87821], [-2.20111, 1.13356, -4.03853], [0.82767, 2.92918, 2.34269], [-1.38493, -2.78878, -4.17958], [3.39577, 2.91790, 2.91563], [-0.55299, -0.42916, 2.35826], [-0.61241, -3.46520, -2.24964], [0.00827, -1.88233, -2.65771], [2.85334, -4.08763, -3.41209], [2.39653, 4.02962, 1.28968], [-3.75797, -4.53430, 2.75739], [-1.74922, 1.06688, 1.20257], [-2.33051, -1.31345, -2.80471], [5.58957, 1.10566, 4.32376], [1.19862, -2.89826, -4.77933], [7.24327, 1.69868, 4.20677], [-4.76650, -3.10540, 2.56766], [-1.32040, 3.34547, 2.30134], [0.57635, 2.70193, 3.38272], [-2.31363, 1.76922, -4.92194], [3.91908, 3.18741, 5.07572], [-0.54464, -0.21437, -4.47207], [-3.42608, -3.88088, -0.00944], [-3.53881, -2.28792, 0.80210], [-2.69645, 2.12241, -0.73167], [-3.20785, 1.00786, -3.63205], [0.91166, 1.96666, 1.82621], [-0.26414, 4.75359, 2.06898], [0.51567, -1.61448, 1.62851], [1.99447, 4.63954, 2.90958], [-0.40031, 2.23254, -3.59307], [-2.04306, -3.65324, -4.09833], [-1.01666, -2.72446, -5.20563], [6.23656, 2.09802, 5.63766], [0.62817, -4.49309, -4.25375], [-1.87941, 2.91962, -2.91286], [-2.21125, -1.97700, 2.85466], [6.25481, 4.10385, 4.28938], [4.12635, 4.65434, 4.11857], [-2.92786, 0.60845, -1.55736], [1.78336, -4.06425, -1.96689], [-5.01016, -4.53528, 1.54060], [2.39648, -2.53459, -2.61499], [-0.76337, -2.89959, 3.06686], [-3.17007, -1.78311, -4.31660], [-1.32008, -1.53673, -0.35457], [-1.21858, -3.53859, 0.41714], [-1.67493, -4.49836, 1.80912], [-0.04525, -0.35725, -0.21780], [-1.87077, -0.28229, -5.61723], [-2.94786, -0.05708, 0.62789], [3.29734, 1.34038, 1.69531]], "forces_ev_per_angstrom": [[0.302, -0.786, -0.494], [-0.263, 0.227, 0.320], [-0.800, 2.113, 0.920], [0.043, 0.158, 0.101], [-0.095, 0.086, -0.043], [-0.639, 1.492, 0.402], [0.342, 0.020, 0.363], [-0.178, -0.061, -0.038], [-0.120, -0.005, 0.062], [-0.178, -0.163, 0.156], [-0.122, 0.181, 0.157], [0.173, -0.241, 0.024], [1.173, -2.058, -1.370], [-0.006, 0.081, 0.680], [0.189, -0.319, -0.491], [0.063, -0.032, -0.309], [0.060, 0.017, -0.105], [0.122, 0.103, -0.071], [-0.072, -0.006, 0.006], [-0.201, -0.241, -0.095], [0.019, 0.079, -0.015], [-0.163, -0.149, 0.079], [-0.337, 0.048, -0.229], [-0.224, -0.451, 0.277], [0.568, 0.205, 0.332], [-0.283, 0.317, 0.593], [-0.053, -0.256, 0.001], [0.113, 0.067, -0.046], [-0.427, 0.003, -0.476], [-0.027, -0.164, 0.003], [0.197, -0.093, 0.048], [-0.005, -0.121, -0.129], [0.140, 0.086, -0.374], [-0.140, 0.018, -0.048], [0.062, 0.011, 0.078], [0.025, -0.031, -0.150], [0.156, 0.020, -0.150], [-0.173, -0.113, -0.039], [0.074, 0.017, -0.100], [-0.085, 0.063, 0.073], [-0.031, 0.041, 0.046], [-0.026, -0.047, -0.022], [0.068, -0.066, -0.016], [-0.026, -0.055, -0.070], [-0.116, 0.056, 0.117], [0.024, 0.052, -0.055], [-0.061, 0.040, -0.021], [-0.057, 0.037, 0.092], [0.035, -0.079, -0.290], [0.009, -0.046, -0.042], [0.022, 0.006, -0.099], [-0.045, 0.080, 0.027], [0.111, -0.023, 0.374], [-0.086, -0.061, -0.144], [0.038, 0.035, -0.145], [0.011, -0.105, 0.087], [0.323, -0.202, -0.005], [-0.113, 0.083, 0.044], [0.074, 0.016, -0.049], [-0.157, 0.092, 0.056], [0.027, -0.051, -0.054], [-0.058, -0.092, -0.161], [0.063, -0.069, -0.047], [-0.054, -0.048, -0.038], [0.209, -0.055, -0.080], [0.090, -0.158, -0.120], [-0.006, 0.071, 0.148], [0.119, -0.046, -0.132], [-0.010, 0.234, 0.049], [0.038, 0.028, 0.112], [-0.004, 0.075, 0.083], [0.130, 0.078, 0.129], [-0.043, 0.032, -0.030], [0.020, -0.019, 0.067], [0.176, -0.058, 0.026], [0.034, 0.157, 0.148], [0.046, -0.054, 0.114]]}

{"formula": "C23H47Cl3LuN2NbO6", "method": "wB97M-V/def2-TZVPD", "energy_ev": -112586.959, "lumo_energy_ev": -10.142, "homo_ev": -12.96, "total_charge": 2, "species": ["Lu", "Nb", "Cl", "Cl", "Cl", "O", "O", "O", "O", "O", "O", "N", "N", "C", "C", "C", "C", "C", "C", "C", "C", "C", "C", "C", "C", "C", "C", "C", "C", "C", "C", "C", "C", "C", "C", "C", "H", "H", "H", "H", "H", "H", "H", "H", "H", "H", "H", "H", "H", "H", "H", "H", "H", "H", "H", "H", "H", "H", "H", "H", "H", "H", "H", "H", "H", "H", "H", "H", "H", "H", "H", "H", "H", "H", "H", "H", "H", "H", "H", "H", "H", "H", "H"], "xyz": [[0.73634, -1.11639, 3.35909], [0.26419, 0.18839, -0.75761], [-1.14479, 3.02525, -1.79921], [1.19662, 4.10627, -3.38478], [1.98270, -3.42491, 1.57104], [0.47038, -3.60311, -0.58171], [-1.59485, 4.20384, 3.88112], [-1.41359, -0.18311, -1.75590], [-0.96777, 5.44556, 7.10351], [-0.56278, 2.49269, 1.10807], [-3.38943, -5.44891, -3.79943], [2.92923, -0.40829, 0.97152], [-3.34723, -2.94135, -3.10022], [-0.03996, -1.61341, 0.69689], [2.67583, 1.97840, -2.75432], [-2.03861, -1.46367, -1.73292], [-0.36446, 2.66465, 2.48332], [2.07535, 0.71705, 0.51364], [-4.40313, -5.09406, -5.93853], [-0.84452, 5.54331, 5.72143], [-1.66955, 2.98043, 3.23624], [-0.81092, 4.17567, 5.05023], [-4.13652, -3.19462, -4.29532], [-4.39793, -4.71210, -4.48002], [0.32055, 6.03736, 9.06646], [-1.14661, 1.35732, 0.73214], [0.67520, -2.87430, 0.35844], [-2.98338, -1.56317, -2.92571], [1.38796, -0.99843, -2.28797], [3.55790, -3.59378, -3.05840], [2.76128, -1.44102, -1.95812], [3.36009, -2.09733, -3.26620], [1.35474, 2.62682, -2.56745], [4.72554, -3.88112, -2.12487], [0.24817, 5.21121, 7.79433], [0.33459, 2.10319, -1.85366], [0.10211, 1.76802, 2.93860], [-2.38594, -1.28106, -3.78657], [1.12212, 5.43299, 7.18875], [-4.49203, -6.17083, -6.01490], [-2.90711, -5.98027, -4.42763], [0.34484, -1.25648, 1.65837], [2.63330, 1.31014, -3.60737], [1.61347, 1.14062, 1.41851], [2.70291, -1.91586, -4.10768], [-5.10543, -2.71052, -4.17735], [-2.52426, 2.98631, 2.57153], [-1.08217, -1.84326, 0.89463], [0.75462, -1.86678, -2.47718], [2.74234, -0.67975, 1.94667], [2.65017, 1.54502, 0.12723], [3.88819, -0.08281, 1.00174], [4.32292, -1.65198, -3.47500], [-2.05517, 1.53836, 0.17205], [3.39254, 2.73589, -3.03706], [3.06991, 1.47477, -1.88635], [-2.64252, -1.56577, -0.83063], [0.23378, 3.92760, 4.83847], [5.02687, -4.91505, -2.18959], [0.27150, 4.16517, 8.08728], [-0.66031, 6.35596, 9.38529], [-5.34358, -4.96535, -4.01266], [2.66807, -3.95200, -2.54581], [0.96020, 6.90094, 8.95134], [-3.81521, -0.86285, -2.83075], [-5.23549, -4.64612, -6.46105], [-3.46379, -4.81148, -6.39639], [-1.15439, 3.42334, 5.75850], [5.56359, -3.22235, -2.31307], [0.02021, 6.12975, 5.42697], [-3.79969, -3.30282, -2.27286], [3.64137, -4.12604, -3.99471], [-1.36108, -2.30723, -1.83106], [-1.39751, 0.72565, 1.58101], [4.42181, -3.71088, -1.09716], [-1.71663, 6.06237, 5.33995], [0.75131, 5.42984, 9.84927], [3.45519, -0.67205, -1.64550], [2.81629, -2.20888, -1.20392], [-3.61004, -2.83700, -5.16837], [1.32688, -0.41621, -3.20002], [0.32379, 3.48228, 2.63057], [-1.86858, 2.22237, 3.99881]], "forces_ev_per_angstrom": [[0.824, -0.448, 3.085], [-0.592, 1.101, -3.935], [-0.129, -0.078, -0.204], [-0.069, 0.239, -0.300], [-0.781, 0.706, 0.046], [0.499, 1.931, 2.245], [-0.172, 0.167, -0.533], [2.140, -0.585, 2.118], [0.126, 0.410, -0.036], [-0.274, -0.731, -0.824], [-0.132, 0.083, 0.414], [0.146, 0.361, -0.300], [0.250, 0.290, 0.030], [0.593, -0.442, 0.982], [0.335, 0.470, -0.370], [-1.472, 0.069, -0.857], [0.569, -0.085, 0.953], [-0.673, -1.002, 0.720], [-0.237, -0.182, 0.295], [-0.479, -0.045, -0.295], [-0.194, 0.084, 0.700], [0.714, 0.135, 0.531], [-0.331, -0.931, 0.710], [0.695, 0.199, 0.094], [0.213, -0.112, -0.059], [-1.725, 1.714, 2.035], [-0.411, -2.096, -2.173], [0.434, -0.344, -0.068], [0.395, -0.569, -0.667], [-0.233, 0.220, 0.715], [0.887, -0.034, -0.120], [-0.200, -0.435, 0.023], [0.093, -0.109, 0.298], [-0.298, 0.131, 0.047], [-0.145, -0.073, 0.750], [-0.158, -0.401, 1.128], [-0.036, -0.105, -0.297], [-0.050, 0.270, -0.368], [0.063, -0.046, -0.430], [-0.181, -0.274, -0.116], [0.154, -0.220, -0.242], [-0.494, -0.154, -2.882], [0.000, -0.359, -0.142], [-0.249, 0.358, 0.035], [-0.066, 0.077, -0.299], [-0.221, 0.312, -0.541], [-0.108, 0.165, -0.385], [-0.390, -0.046, -0.256], [-0.568, -0.045, 0.478], [0.234, 0.176, -0.265], [0.303, 0.127, -0.213], [0.255, -0.211, 0.028], [0.168, 0.431, -0.122], [0.392, -0.231, -1.229], [0.259, 0.196, 0.004], [-0.165, -0.327, 0.224], [0.118, -0.005, 0.345], [0.151, -0.181, -0.335], [0.247, -0.253, -0.052], [0.119, -0.380, -0.181], [-0.303, 0.046, 0.035], [-0.264, -0.091, 0.099], [-0.350, -0.390, -0.252], [-0.009, 0.347, -0.077], [-0.147, 0.227, 0.071], [-0.147, 0.184, -0.292], [0.206, 0.231, -0.226], [-0.433, -0.149, 0.090], [0.366, -0.039, -0.202], [0.304, 0.166, 0.028], [-0.150, -0.226, 0.005], [0.102, 0.006, -0.340], [0.436, 0.020, 0.221], [0.401, -0.549, 0.090], [0.013, 0.047, 0.316], [-0.280, 0.104, 0.031], [0.107, -0.095, 0.341], [-0.097, 0.392, 0.073], [-0.273, -0.098, 0.441], [0.190, 0.411, -0.157], [-0.083, 0.704, 0.054], [0.180, 0.305, -0.253], [0.090, -0.437, -0.036]]}